DFT (ωB97M-V with the def2-TZVPD basis set) results for an isolated molecule of C5H8N2.

Results
- E (hartree) = -304.6410
- LUMO level (eV) = 0.71
- HOMO energy (hartree) = -0.2600
- M (g mol⁻¹) = 96.1
- ΔE to the lowest compared entry with this formula, charge and spin (kcal/mol) = 122.08
- HOMO-LUMO gap (eV) = 7.8

```
! wB97M-V def2-TZVPD RIJCOSX def2/J DEFGRID3
* xyz 0 1
C -1.64836 -0.20988 -1.33232
C -0.51388 -0.17070 -0.35098
C 0.24931 1.00987 0.23629
C 1.76041 1.04683 0.35157
N 2.30676 -0.08203 -0.04453
C -0.09422 0.35899 1.59918
N -0.66428 -0.66064 0.90970
H -2.52501 0.36717 -0.98957
H -1.35607 0.18501 -2.30939
H -1.98585 -1.24409 -1.48055
H -0.16171 1.99132 -0.02231
H 1.76843 -0.86327 -0.43163
H 3.28973 -0.23731 0.13351
H 0.60014 0.13864 2.41564
H -1.03779 -1.54800 1.22888
*
```

natural (NBO) charges in e:
1 C -0.66
2 C 0.02
3 C -0.42
4 C 0.12
5 N -0.76
6 C -0.11
7 N -0.44
8 H 0.20
9 H 0.23
10 H 0.22
11 H 0.25
12 H 0.37
13 H 0.39
14 H 0.18
15 H 0.40